Entry 1:
{"formula": "C16H42F3KN6O4P2", "method": "the ωB97M-V functional and the def2-TZVPD basis", "symbols": ["K", "C", "O", "O", "C", "F", "F", "F", "C", "C", "H", "H", "H", "H", "H", "H", "O", "P", "N", "C", "C", "N", "C", "C", "N", "C", "C", "H", "H", "H", "H", "H", "H", "H", "H", "H", "H", "H", "H", "H", "H", "H", "H", "H", "H", "O", "P", "N", "C", "C", "N", "C", "C", "N", "C", "C", "H", "H", "H", "H", "H", "H", "H", "H", "H", "H", "H", "H", "H", "H", "H", "H", "H", "H"], "xyz": [[1.97210, 0.75243, -1.38738], [4.76891, 0.97549, 0.85014], [3.59998, 1.67587, 1.26304], [4.50616, 0.43848, -0.33767], [5.93312, 1.99168, 0.96974], [6.13938, 2.44036, 2.22325], [7.08292, 1.46543, 0.53234], [5.67313, 3.10511, 0.22383], [3.07507, 1.53015, 2.55294], [1.83350, 2.40227, 2.66587], [2.08410, 3.46401, 2.57864], [1.10393, 2.16386, 1.89253], [1.39721, 2.30200, 3.66329], [3.73597, 1.80301, 3.38066], [2.70106, 0.50330, 2.67663], [5.01774, 0.18323, 1.58503], [-0.49355, 1.48892, -0.44229], [-1.81340, 2.15441, -0.47599], [-1.77788, 3.71284, 0.15747], [-2.98128, 4.54051, 0.31323], [-0.55256, 4.24955, 0.74265], [-3.01570, 1.36653, 0.36809], [-3.11383, 1.50275, 1.81726], [-3.40766, 0.02830, -0.08999], [-2.44744, 2.28763, -2.02549], [-3.84054, 2.53683, -2.32028], [-1.59004, 2.00173, -3.17006], [-3.46965, 4.71735, -0.64233], [-2.72946, 5.53311, 0.67553], [-3.66292, 4.00031, 0.96878], [0.34281, 3.79151, 0.33106], [-0.53055, 4.03356, 1.81940], [-0.50675, 5.33143, 0.63149], [-3.09726, 2.54574, 2.13105], [-4.03532, 1.06172, 2.19213], [-2.25700, 1.01830, 2.30062], [-2.67933, -0.71678, 0.24633], [-4.37172, -0.19550, 0.36830], [-3.51059, -0.00722, -1.17262], [-4.20355, 2.08348, -3.24575], [-4.50158, 2.10491, -1.56363], [-4.07654, 3.60086, -2.38211], [-2.17612, 1.48943, -3.93803], [-0.83295, 1.26274, -2.90540], [-1.16465, 2.90956, -3.60312], [0.45614, -1.52937, -1.75908], [0.38287, -2.73839, -0.92218], [1.84517, -3.59607, -0.79782], [3.10334, -2.83099, -0.79489], [1.90449, -4.98013, -0.35643], [-0.73495, -3.86352, -1.45019], [-0.48906, -4.58357, -2.68999], [-2.14792, -3.57502, -1.30622], [-0.05280, -2.38667, 0.65071], [0.46487, -1.20987, 1.33621], [-0.36882, -3.48308, 1.57172], [3.45249, -2.62337, -1.80640], [3.84043, -3.45263, -0.28841], [2.99969, -1.90227, -0.23308], [2.47434, -5.59142, -1.06577], [0.89095, -5.37965, -0.35778], [2.38671, -5.07362, 0.61988], [-0.92028, -5.58567, -2.65547], [-0.82509, -3.98279, -3.54044], [0.58171, -4.77105, -2.81967], [-2.39369, -3.15361, -0.32835], [-2.54649, -2.90442, -2.07549], [-2.74631, -4.49060, -1.33525], [0.16367, -0.31414, 0.78641], [-0.02371, -1.08460, 2.30472], [1.54522, -1.22632, 1.49653], [-0.78702, -4.32094, 1.01427], [-1.09650, -3.12167, 2.29654], [0.51330, -3.87575, 2.08669]], "forces_ev_per_a": [[0.435, -0.085, 0.435], [-0.429, -1.634, -0.746], [-0.743, 1.209, 0.649], [0.554, 0.546, -0.004], [-0.722, 0.486, -1.277], [-0.013, -0.225, 0.237], [0.149, 0.073, 0.097], [0.341, -0.349, 0.150], [-0.926, -0.114, 0.016], [0.244, 0.542, 0.166], [0.100, -0.066, -0.194], [-0.069, -0.134, 0.057], [-0.155, -0.238, -0.096], [0.397, -0.200, -0.223], [0.477, -0.211, 0.258], [-0.017, 0.114, 0.537], [0.381, 0.369, -0.285], [-1.072, 1.118, -0.053], [0.457, -0.239, -0.298], [0.242, -0.818, -0.474], [-0.096, -0.410, 0.807], [-0.532, 0.231, -0.216], [0.761, 0.160, 0.048], [0.139, 0.301, 0.378], [0.301, -1.032, 0.109], [-0.825, 0.174, 0.400], [-0.196, -0.384, -0.095], [-0.112, -0.165, -0.118], [0.130, -0.158, 0.392], [-0.383, 0.559, 0.118], [-0.094, 0.032, -0.224], [0.110, 0.165, 0.005], [-0.010, -0.003, -0.254], [0.029, -0.017, -0.116], [-0.058, -0.093, -0.152], [-0.138, -0.130, 0.189], [0.001, -0.129, -0.158], [-0.055, -0.124, -0.119], [0.120, 0.004, -0.008], [0.591, -0.089, -0.174], [0.211, 0.178, 0.222], [0.003, 0.080, -0.095], [-0.116, 0.222, -0.035], [0.228, 0.353, 0.141], [0.184, -0.084, -0.020], [0.651, 0.718, -0.059], [0.906, -1.081, 0.774], [-0.996, 0.513, -0.722], [-0.459, -0.381, 0.064], [-0.038, 0.136, -0.527], [-0.077, -0.248, 0.470], [1.079, 0.018, -0.009], [-0.717, 0.097, 0.643], [-0.911, -0.384, 0.362], [-0.386, 0.654, -0.488], [0.232, -0.075, -0.573], [0.056, 0.105, 0.037], [0.152, 0.170, -0.006], [0.249, 0.095, -0.119], [0.089, 0.047, 0.016], [0.106, -0.115, 0.329], [-0.193, -0.045, 0.108], [-0.467, 0.210, -0.086], [-0.168, -0.335, -0.124], [-0.056, 0.283, 0.037], [0.330, 0.214, -0.108], [0.179, 0.057, -0.070], [0.268, -0.165, -0.253], [0.348, -0.026, -0.132], [0.020, -0.341, 0.066], [0.076, -0.038, 0.024], [-0.151, 0.063, 0.082], [-0.013, -0.105, 0.128], [0.067, 0.174, 0.157]], "lowdin_charge": [0.794, -0.532, -0.125, -0.259, -0.549, 0.122, 0.136, 0.107, -0.282, -0.081, 0.081, 0.044, 0.077, 0.119, 0.104, 0.147, -0.354, 0.554, -0.293, -0.084, -0.104, -0.304, -0.098, -0.093, -0.289, -0.126, -0.092, 0.061, 0.085, 0.063, 0.067, 0.079, 0.082, 0.062, 0.085, 0.085, 0.073, 0.085, 0.077, 0.083, 0.073, 0.068, 0.082, 0.061, 0.086, -0.337, 0.535, -0.299, -0.074, -0.130, -0.318, -0.109, -0.124, -0.293, -0.102, -0.112, 0.088, 0.087, 0.050, 0.083, 0.064, 0.082, 0.088, 0.090, 0.077, 0.064, 0.087, 0.087, 0.044, 0.086, 0.079, 0.065, 0.082, 0.083], "e_tot_ha": -2846.71580, "molar_mass_g_mol": 540.6, "e_above_lowest_kcal_mol": 0.0}

Entry 2:
{"formula": "C16H42F3N3O6", "method": "the ωB97M-V functional and the def2-TZVPD basis", "symbols": ["O", "H", "H", "H", "C", "O", "O", "C", "F", "F", "F", "C", "C", "H", "H", "H", "H", "H", "H", "C", "C", "C", "O", "C", "N", "H", "H", "H", "H", "H", "H", "H", "H", "H", "H", "H", "C", "C", "C", "O", "C", "N", "H", "H", "H", "H", "H", "H", "H", "H", "H", "H", "H", "C", "C", "C", "O", "C", "N", "H", "H", "H", "H", "H", "H", "H", "H", "H", "H", "H"], "xyz": [[2.21104, 1.19242, -0.53832], [2.54855, 0.41160, -0.09334], [1.26784, 1.22155, -0.36186], [2.46852, 1.18120, -1.46308], [4.04649, -3.71297, 3.63373], [2.94001, -3.60782, 4.49327], [3.73392, -2.95992, 2.47655], [5.35038, -3.36910, 4.40478], [5.36782, -2.15757, 4.91408], [5.62363, -4.20837, 5.37411], [6.41758, -3.39729, 3.57998], [2.82102, -4.50472, 5.65171], [1.35594, -4.38939, 6.20584], [1.21055, -5.15107, 6.97187], [1.27901, -3.38232, 6.61571], [0.63597, -4.50457, 5.39560], [3.48494, -4.23593, 6.47333], [2.99105, -5.55831, 5.43002], [4.00770, -4.76019, 3.33384], [1.15692, -0.46962, -5.72471], [2.11980, 0.72073, -5.84006], [1.33986, 2.06100, -5.93245], [0.45725, 2.32291, -4.76468], [-0.20728, 3.57552, -4.98539], [2.94485, 0.73136, -4.60947], [1.75477, -1.31396, -5.38153], [0.67099, -0.71897, -6.66800], [0.29338, -0.24753, -5.09775], [2.77068, 0.48390, -6.68171], [0.84088, 1.97922, -6.89807], [1.94792, 2.95723, -6.05546], [-0.58431, 3.66291, -6.00437], [0.39307, 4.44797, -4.72751], [-0.97278, 3.55031, -4.20984], [3.68834, 1.41341, -4.65556], [3.44394, -0.14398, -4.54005], [-3.20873, 4.18834, 2.18576], [-2.18066, 4.11251, 1.10910], [-1.14746, 5.31830, 1.12131], [-1.93226, 6.46876, 0.77067], [-1.17011, 7.63140, 0.37350], [-1.49482, 2.86329, 1.37260], [-4.20943, 3.90087, 1.86316], [-3.25518, 5.19495, 2.60128], [-2.99571, 3.53835, 3.03443], [-2.65068, 3.98018, 0.13459], [-0.37141, 5.22523, 0.36158], [-0.48453, 5.34065, 1.98626], [-1.85508, 8.42296, 0.06965], [-0.52710, 7.45637, -0.48906], [-0.50184, 8.05384, 1.12386], [-2.25355, 2.20631, 1.48571], [-1.06022, 2.94694, 2.28047], [-3.18618, -4.04090, -1.71909], [-2.21011, -3.40703, -0.78448], [-2.75832, -3.15023, 0.63606], [-3.86897, -2.26454, 0.51931], [-4.71856, -2.25878, 1.65985], [-0.92760, -4.14048, -0.75570], [-4.00167, -3.35368, -1.94450], [-3.56843, -4.97153, -1.29968], [-2.65200, -4.27221, -2.64063], [-2.00544, -2.43493, -1.23305], [-2.01875, -2.81840, 1.36479], [-3.10779, -4.06024, 1.12378], [-4.83732, -3.23945, 2.12059], [-5.68774, -1.95625, 1.26330], [-4.30375, -1.60451, 2.42663], [-0.46407, -4.29408, -1.63981], [-0.20476, -3.70164, -0.20343]], "forces_ev_per_a": [[0.441, 0.299, 0.802], [0.781, -0.987, 0.724], [-1.234, 0.405, -0.186], [-0.092, 0.053, -1.366], [-1.683, 1.198, -3.603], [-1.185, -0.482, 2.987], [1.554, -0.941, 2.574], [-0.431, 0.410, -2.533], [-0.461, 1.408, 0.841], [0.256, -1.340, 1.473], [0.407, -0.368, -0.524], [-1.340, 0.781, -0.493], [1.506, 0.388, -0.770], [-0.125, 0.111, 0.067], [-0.364, -0.091, 0.161], [0.010, -0.079, 0.062], [0.248, 0.151, -0.139], [0.329, -0.054, -0.567], [1.103, -0.756, 0.137], [-0.270, 0.436, -0.258], [-0.597, 0.244, 1.638], [0.140, -0.325, 0.427], [1.224, -0.232, -2.378], [-0.101, -0.744, 1.156], [0.088, -0.083, 0.468], [-0.442, -0.219, 0.083], [0.446, -0.042, -0.317], [0.406, -0.075, 0.588], [-0.176, 0.779, -0.506], [-0.983, 0.143, 0.152], [0.609, -0.123, 0.216], [-0.249, -0.005, 0.121], [0.546, -0.023, -0.286], [-0.514, 0.220, -0.476], [-0.029, 0.396, -0.242], [-0.043, -0.332, 0.026], [-1.400, 1.481, 1.091], [1.464, 0.320, 0.291], [-1.164, -0.564, -1.757], [1.181, 0.755, 0.610], [-0.227, -0.300, -0.099], [1.359, -0.809, -0.975], [-0.025, 0.144, -0.182], [-0.382, 0.138, -0.041], [0.291, -0.016, -0.046], [0.172, 0.625, -0.134], [-0.168, -0.549, -0.719], [-0.788, 0.491, 1.035], [-0.259, -0.258, 0.203], [-0.019, -0.523, -0.240], [-0.180, -0.288, 0.559], [0.246, -0.574, 0.063], [0.083, -0.192, 0.249], [-0.206, -0.558, -0.077], [1.439, 0.975, 0.269], [-0.416, -0.506, -0.205], [0.362, -0.368, 0.168], [0.270, 0.003, -0.634], [-0.100, -0.512, 0.687], [-0.028, -0.150, 0.075], [-0.136, -0.067, -0.095], [-0.162, -0.062, -0.156], [-0.181, 0.627, 0.207], [0.438, 0.662, -0.269], [-0.147, -0.577, -0.404], [0.094, -0.297, -0.169], [-0.004, 0.325, 0.474], [-0.278, 0.297, 0.081], [-0.653, 0.022, -0.408], [-0.249, 0.181, 0.489]], "lowdin_charge": [0.386, 0.192, 0.182, 0.172, -0.506, -0.119, -0.316, -0.636, 0.152, 0.143, 0.107, -0.242, -0.083, 0.060, 0.062, 0.064, 0.097, 0.104, 0.127, -0.063, -0.405, -0.171, -0.206, -0.113, 0.011, 0.076, 0.080, 0.076, 0.133, 0.117, 0.114, 0.088, 0.081, 0.086, 0.067, 0.062, -0.075, -0.423, -0.175, -0.191, -0.095, -0.004, 0.084, 0.080, 0.079, 0.137, 0.103, 0.121, 0.086, 0.077, 0.083, 0.068, 0.067, -0.070, -0.445, -0.193, -0.202, -0.102, 0.032, 0.080, 0.086, 0.075, 0.121, 0.122, 0.117, 0.082, 0.089, 0.084, 0.061, 0.064], "e_tot_ha": -1549.79528, "molar_mass_g_mol": 429.5, "e_above_lowest_kcal_mol": 146.1}

Entry 3:
{"formula": "C16H42N3O7Zn2", "method": "the ωB97M-V functional and the def2-TZVPD basis", "symbols": ["Zn", "Zn", "O", "C", "O", "O", "H", "C", "C", "C", "O", "H", "H", "H", "H", "H", "H", "H", "H", "C", "C", "C", "O", "C", "N", "H", "H", "H", "H", "H", "H", "H", "H", "H", "H", "H", "C", "C", "C", "O", "C", "N", "H", "H", "H", "H", "H", "H", "H", "H", "H", "H", "H", "C", "C", "C", "O", "C", "N", "H", "H", "H", "H", "H", "H", "H", "H", "H", "H", "H"], "xyz": [[0.55938, -4.73043, 4.14425], [6.76042, -2.66428, -0.03533], [1.06043, -0.29618, -0.17521], [1.90485, -1.10439, 0.42770], [3.01444, -1.20652, 0.02734], [1.54222, -1.76538, 1.44458], [1.71309, 0.05053, -0.78792], [-5.79306, -1.53179, -4.83631], [-4.86967, -0.36883, -4.41713], [-5.70633, 0.61832, -3.73569], [-4.02201, -1.00612, -3.48467], [-6.37914, -2.01688, -4.05573], [-5.22749, -2.33160, -5.31437], [-6.48796, -1.16743, -5.59292], [-4.31158, 0.13345, -5.20728], [-5.02277, 1.41573, -3.44417], [-6.11502, 0.09775, -2.86962], [-6.52005, 1.03821, -4.32701], [-3.37622, -0.38071, -3.14791], [-3.92407, -6.32423, 0.82546], [-2.94011, -5.37829, 1.66044], [-3.73063, -4.61243, 2.73779], [-2.71727, -4.01230, 3.59333], [-3.31605, -3.15728, 4.58127], [-1.87433, -6.22083, 2.22492], [-4.51399, -6.97931, 1.46652], [-3.36275, -6.90773, 0.09571], [-4.69170, -5.74382, 0.31362], [-2.38051, -4.63214, 1.09633], [-4.41052, -5.23057, 3.32411], [-4.32781, -3.81705, 2.29188], [-2.54201, -2.62598, 5.13507], [-3.81002, -3.73571, 5.36199], [-3.94957, -2.36155, 4.18940], [-1.22877, -6.40640, 1.47064], [-2.44900, -7.03653, 2.38142], [1.69983, 1.81484, -6.26468], [3.12912, 2.21231, -5.94225], [3.74821, 3.29215, -6.80705], [5.18950, 3.06923, -6.66262], [5.96745, 4.18375, -7.08363], [3.08140, 2.61118, -4.56623], [1.12080, 2.73828, -6.27320], [1.25773, 1.08309, -5.58852], [1.66913, 1.44698, -7.29027], [3.71816, 1.30110, -5.83814], [3.40917, 4.27914, -6.49243], [3.47366, 3.09012, -7.84238], [6.94230, 3.74413, -6.87273], [5.68590, 5.04389, -6.47619], [5.70302, 4.32444, -8.13167], [3.96672, 3.06935, -4.40375], [2.43433, 3.38583, -4.52972], [2.83795, 3.24425, 4.54920], [3.56413, 2.86988, 5.85803], [2.69197, 3.35175, 7.12137], [1.40905, 2.91122, 7.18549], [0.72361, 3.66034, 8.09421], [3.72407, 1.45353, 6.01163], [1.82089, 2.87354, 4.67679], [3.33094, 2.81416, 3.67736], [2.68173, 4.32227, 4.50983], [4.57729, 3.25925, 5.95806], [2.72198, 4.43260, 7.25905], [3.17780, 2.92885, 8.00072], [0.53063, 4.65718, 7.69772], [1.13982, 3.66173, 9.10163], [-0.24733, 3.20272, 8.28373], [2.94981, 1.12402, 6.57023], [3.61482, 0.94156, 5.14788]], "forces_ev_per_a": [[-0.989, -0.159, -0.619], [-0.102, 0.059, -0.017], [-0.055, -0.063, 0.187], [-4.195, -0.430, 2.489], [4.754, -0.698, -1.367], [0.102, -0.267, 0.104], [-0.421, 1.184, -1.266], [0.407, 0.159, -1.695], [-1.155, -2.620, -0.346], [-0.366, 1.386, 1.199], [0.916, 0.079, 0.317], [0.238, 0.545, 0.416], [0.170, 0.014, -0.023], [-0.140, -0.024, 0.003], [0.128, -0.454, -0.420], [-0.380, 0.410, 0.444], [-0.152, 0.429, 0.182], [0.168, -0.110, -0.150], [0.152, 0.192, 0.077], [0.512, 1.004, 0.271], [-0.532, 0.355, -0.215], [1.404, 0.498, 0.528], [-1.112, 0.187, 0.082], [0.630, 0.106, 0.551], [-1.106, 0.283, -0.313], [0.396, -0.161, 0.322], [-0.097, 0.037, 0.032], [0.258, 0.315, -0.179], [-0.605, 0.092, -0.515], [0.156, -0.342, 0.102], [0.001, -0.025, -0.239], [0.451, -0.096, -0.321], [-0.491, -0.191, -0.302], [-0.271, -0.333, -0.351], [0.344, -0.329, 0.058], [0.961, -1.120, 0.973], [0.170, 0.604, -1.527], [-1.533, -2.386, 1.499], [2.158, -1.453, 0.326], [-2.808, 0.595, -0.064], [-0.341, -1.380, 0.422], [0.742, 1.982, -0.142], [-0.447, -0.050, 0.141], [0.301, 0.161, 0.022], [-0.226, -0.235, 0.024], [0.590, 0.041, -1.210], [0.290, 0.311, -0.132], [-0.129, 0.051, -0.309], [0.417, 1.118, -0.501], [0.404, 0.316, -0.071], [0.636, 0.462, -0.160], [0.574, -0.222, 0.916], [-0.785, 0.112, 0.729], [-0.093, -0.119, 1.070], [-1.544, 0.613, 0.713], [3.055, 0.317, -0.216], [-0.284, -1.478, -1.811], [-2.528, 0.313, 1.450], [-1.317, -0.664, -0.204], [-0.011, -0.412, -0.384], [-0.118, 0.313, -0.083], [0.552, 0.110, -0.358], [-0.090, 0.833, -0.022], [0.201, 0.223, -0.336], [0.709, -0.030, 0.256], [0.207, 0.318, 0.241], [0.749, 0.364, -0.081], [-0.143, -0.090, -0.474], [0.110, -0.501, 0.698], [0.551, -0.050, -0.420]], "lowdin_charge": [0.955, 0.675, 0.196, -0.830, 0.168, 0.132, 0.131, -0.049, -0.502, -0.071, -0.025, 0.088, 0.078, 0.085, 0.147, 0.085, 0.095, 0.100, 0.091, -0.007, -0.361, -0.158, -0.280, -0.089, 0.112, 0.091, 0.086, 0.094, 0.141, 0.139, 0.137, 0.079, 0.099, 0.100, 0.090, 0.096, -0.045, -0.442, -0.110, -0.151, -0.040, 0.115, 0.089, 0.089, 0.090, 0.153, 0.144, 0.157, 0.110, 0.103, 0.109, 0.096, 0.098, -0.034, -0.351, -0.203, -0.127, -0.101, 0.131, 0.078, 0.080, 0.093, 0.151, 0.136, 0.141, 0.117, 0.113, 0.105, 0.092, 0.092], "e_tot_ha": -4882.88399, "molar_mass_g_mol": 519.3, "charge": 3}

Number 1: frontier orbital gap 0.2616 Eh. Number 2: frontier orbital gap 0.1232 Eh. Number 3: frontier orbital gap 0.0483 Eh.